1.
The following is a quantum chemistry calculation of a gas-phase ion, C4H3O2S (charge -1) in a non-equilibrium geometry, from the Open Molecules 2025 dataset.

Frontier orbital gap, eV: 7.53
SMILES string: O=C([O-])SC1=CC1
ΔE to the lowest compared entry with this formula, charge and spin, eV: 1.339

```
! wB97M-V def2-TZVPD RIJCOSX def2/J DEFGRID3
* xyz -1 1
C -0.380 0.744 -0.217
C 2.038 -0.228 0.004
C -1.119 -0.436 0.422
C -1.466 0.344 -0.796
O 2.597 -0.399 -1.000
O 1.718 -0.756 1.022
S 1.036 1.607 0.008
H -0.501 -1.347 0.549
H -1.675 -0.204 1.395
H -2.248 0.677 -1.386
*
```

2.
The following is a quantum chemistry calculation of a gas-phase ion, C4H3O3 (charge -1) in a non-equilibrium geometry, from the Open Molecules 2025 dataset.

Frontier orbital gap, eV: 8.46
SMILES string: O=C([O-])[C@H]1CC1=O
ΔE to the lowest compared entry with this formula, charge and spin, eV: 0.351

```
! wB97M-V def2-TZVPD RIJCOSX def2/J DEFGRID3
* xyz -1 1
C 0.190 0.333 0.378
C -1.270 0.451 0.306
C 1.034 -1.008 0.574
C -0.546 0.422 -0.985
O 1.720 -0.969 1.594
O 0.850 -1.891 -0.259
O -2.361 0.607 0.802
H 0.754 1.274 0.557
H -0.175 1.264 -1.519
H -0.196 -0.482 -1.448
*
```

3.
The following is a quantum chemistry calculation of 2 unconnected molecules or ions with the total composition C4H3O4 in a non-equilibrium geometry, from the Open Molecules 2025 dataset.

Frontier orbital gap, eV: 6.34
ΔE to the lowest compared entry with this formula, charge and spin, eV: 2.898

```
! wB97M-V def2-TZVPD RIJCOSX def2/J DEFGRID3
* xyz -1 1
C 0.218 1.520 -0.496
C -1.837 -0.620 0.115
C 1.337 -0.725 0.531
C 0.462 0.195 -0.221
O -1.937 -0.933 1.270
O 0.158 2.427 0.382
O -2.101 -0.578 -1.003
O 0.938 -0.932 -0.865
H -0.395 1.531 -1.473
H 2.287 -0.391 0.684
H 0.871 -1.494 1.078
*
```

4.
The following is a quantum chemistry calculation of a molecular structure, C4H3O4Pr in a non-equilibrium geometry, from the Open Molecules 2025 dataset.

Frontier orbital gap (spin up / spin down), eV: 5.09 / 6.63

```
! wB97M-V def2-TZVPD RIJCOSX def2/J DEFGRID3
* xyz 4 3
O 2.641 -0.819 -0.648
C 2.480 -1.833 -1.134
Pr 2.956 1.364 0.604
C 0.637 0.234 4.870
C 0.795 0.601 3.441
O 1.864 0.378 2.889
C 2.120 -1.667 4.713
O 1.081 -1.148 5.074
O 2.863 -2.449 4.363
H -0.413 0.275 5.192
H 1.273 0.865 5.509
H -0.112 0.897 2.890
*
```

5.
The following is a quantum chemistry calculation of a molecular structure, C4H3O4Rb in a non-equilibrium geometry, from the Open Molecules 2025 dataset.

Frontier orbital gap, eV: 8.61
ΔE to the lowest compared entry with this formula, charge and spin, eV: 0.000

```
! wB97M-V def2-TZVPD RIJCOSX def2/J DEFGRID3
* xyz 2 1
O 0.485 -4.872 3.823
C 0.211 -5.001 4.914
C -0.017 2.413 -0.624
C -1.186 1.919 -1.357
O -1.034 0.718 -1.694
C 0.329 0.291 -1.282
O 0.821 1.262 -0.592
O 0.664 -0.829 -1.428
Rb 1.654 -4.329 0.591
H -0.282 2.738 0.398
H 0.473 3.249 -1.153
H -2.119 2.441 -1.595
*
```

6.
The following is a quantum chemistry calculation of a molecular structure, C4H3O4Tm in a non-equilibrium geometry, from the Open Molecules 2025 dataset.

Frontier orbital gap (spin up / spin down), eV: 5.61 / 5.50

```
! wB97M-V def2-TZVPD RIJCOSX def2/J DEFGRID3
* xyz 2 3
C 1.464 -2.192 0.606
C 1.571 -0.856 0.426
H 2.398 -2.717 0.818
O 0.379 -0.300 -0.217
C 0.559 0.978 -0.427
O -0.412 1.732 -0.267
Tm -1.036 4.111 -0.363
O -0.916 -2.587 0.333
C 0.302 -3.103 0.539
O 0.421 -4.314 0.563
H -0.859 -1.652 0.079
H 1.639 1.051 0.159
*
```

7.
The following is a quantum chemistry calculation of a molecular structure, C4H3O4Yb in a non-equilibrium geometry, from the Open Molecules 2025 dataset.

Frontier orbital gap (spin up / spin down), eV: 9.53 / 3.86

```
! wB97M-V def2-TZVPD RIJCOSX def2/J DEFGRID3
* xyz 4 2
O 1.062 -0.491 -3.649
C 0.917 -1.501 -4.150
Yb 1.410 1.547 -2.421
C -0.883 0.520 1.723
C -0.663 0.833 0.291
O 0.381 0.421 -0.215
C 0.617 -1.283 1.354
O -0.338 -0.807 1.974
O 1.280 -2.166 1.065
H -1.953 0.492 1.976
H -0.329 1.224 2.363
H -1.501 1.211 -0.312
*
```

8.
The following is a quantum chemistry calculation of a molecular structure, C4H3S2 in a non-equilibrium geometry, from the Open Molecules 2025 dataset.

Frontier orbital gap, eV: 7.28
ΔE to the lowest compared entry with this formula, charge and spin, eV: 2.379

```
! wB97M-V def2-TZVPD RIJCOSX def2/J DEFGRID3
* xyz -1 1
C -0.077 0.014 -0.078
C -1.406 0.329 -0.150
C -1.057 -1.029 -0.069
C 1.385 0.202 0.042
S -2.614 2.255 0.026
S -1.522 -2.583 -0.005
H 1.712 1.270 0.083
H 1.862 -0.102 -0.859
H 1.717 -0.356 1.010
*
```

> Number 3 is which compound?

C4H3O4